C59H41IrN6Se as an isolated structure. Source: OMol25; level of theory: ωB97M-V/def2-TZVPD.

## Properties
charge: +1
E_HOMO (spin up / spin down): -9.85 / -9.84 eV
relative energy (zero: lowest compared OMol25 entry of this formula, charge and spin): 293.3 kJ/mol
lowest unoccupied orbital energy (spin up / spin down): -4.06 / -4.34 eV
2S+1: 2
orbital gap (spin up / spin down): 0.2129 / 0.2024 hartree

Last column: Löwdin charge in e.
Geometry (Å):
Ir 0.243 -0.435 0.323  1.44
C 6.754 -0.414 0.106  -0.08
C 6.329 -0.111 -1.178  -0.07
C 5.034 0.338 -1.396  -0.02
C 4.152 0.481 -0.331  -0.15
C 4.587 0.179 0.958  -0.03
C 5.881 -0.268 1.175  -0.07
C 2.738 0.920 -0.563  -0.27
C 2.138 1.745 0.516  -0.21
C 2.517 2.920 1.235  0.02
C 1.623 3.061 2.259  0.03
C 0.693 1.964 2.182  -0.22
N 1.075 1.205 1.089  -0.06
C -0.271 1.544 3.074  -0.03
C -0.995 0.310 3.009  -0.23
C -1.931 -0.154 3.967  0.00
C -2.300 -1.428 3.602  0.01
C -1.609 -1.721 2.406  -0.23
C -1.667 -2.947 1.652  -0.04
C -2.402 -4.069 2.307  -0.23
C -1.753 -4.906 3.208  -0.02
C -2.442 -5.951 3.805  -0.07
C -3.783 -6.159 3.513  -0.08
C -4.435 -5.318 2.622  -0.07
C -3.746 -4.276 2.018  -0.03
C -1.121 -3.170 0.426  -0.20
N -0.495 -2.228 -0.421  -0.02
C -0.206 -2.860 -1.553  -0.18
C 0.343 -2.248 -2.746  -0.07
C 1.138 -3.058 -3.717  -0.18
C 0.524 -3.920 -4.623  -0.04
C 1.288 -4.635 -5.534  -0.07
C 2.669 -4.489 -5.550  -0.08
C 3.284 -3.625 -4.655  -0.07
C 2.521 -2.913 -3.741  -0.02
C 0.121 -0.974 -3.041  -0.11
C 1.170 1.041 -4.274  -0.11
C 2.030 1.385 -3.087  -0.08
C 2.115 0.825 -1.881  -0.29
N 1.738 -0.141 -0.999  -0.02
C -0.571 -4.257 -1.471  0.03
C -1.155 -4.438 -0.270  0.04
N -0.828 -0.679 2.056  -0.07
C -0.554 2.442 4.224  -0.19
C -1.032 3.730 3.998  -0.03
C -1.282 4.581 5.064  -0.06
C -1.040 4.157 6.363  -0.07
C -0.548 2.879 6.592  -0.06
C -0.312 2.022 5.530  -0.03
H 7.765 -0.760 0.276  0.11
H 7.008 -0.218 -2.013  0.11
H 4.702 0.578 -2.398  0.11
H 3.912 0.294 1.799  0.12
H 6.209 -0.502 2.179  0.11
H 3.359 3.552 1.006  0.12
H 1.610 3.833 3.011  0.12
H -2.276 0.399 4.824  0.11
H -2.986 -2.083 4.112  0.12
H -0.708 -4.739 3.438  0.13
H -1.931 -6.605 4.499  0.11
H -4.319 -6.975 3.978  0.11
H -5.481 -5.475 2.393  0.11
H -4.251 -3.621 1.317  0.12
H -0.555 -4.018 -4.623  0.12
H 0.805 -5.300 -6.237  0.11
H 3.264 -5.048 -6.260  0.11
H 4.360 -3.507 -4.667  0.11
H 2.994 -2.241 -3.032  0.11
H 0.752 1.970 -4.679  0.12
H 2.695 2.228 -3.243  0.11
H -0.419 -4.979 -2.255  0.11
H -1.580 -5.343 0.132  0.13
H -1.207 4.061 2.982  0.08
H -1.664 5.576 4.880  0.11
H -1.230 4.821 7.195  0.11
H -0.345 2.549 7.602  0.11
H 0.080 1.028 5.710  0.13
N -1.374 0.725 -0.133  0.00
C -2.358 0.284 -1.102  -0.21
C -3.697 0.135 -0.782  0.00
C -4.595 -0.189 -1.793  -0.05
C -4.165 -0.344 -3.102  -0.01
C -2.816 -0.216 -3.425  -0.13
C -2.288 -0.303 -4.791  0.01
C -0.997 -0.132 -5.084  0.03
C 0.026 0.089 -4.025  -0.26
N -0.544 0.158 -2.636  0.11
C -1.929 0.075 -2.395  -0.14
H -1.858 0.910 0.747  0.11
H -1.004 1.631 -0.474  -0.03
H -4.037 0.274 0.238  0.12
H -5.644 -0.303 -1.555  0.11
H -4.882 -0.565 -3.883  0.12
H -3.002 -0.471 -5.588  0.12
H -0.657 -0.144 -6.112  0.13
H 1.789 0.617 -5.073  0.13
Se -0.236 3.391 -1.747  0.99
C -0.244 4.937 -0.687  -0.65
C -0.973 4.980 0.508  -0.14
C -0.966 6.122 1.286  -0.08
C -0.217 7.225 0.891  -0.06
C 0.517 7.189 -0.288  -0.07
C 0.501 6.054 -1.081  -0.12
H -1.548 4.112 0.808  0.09
H -1.543 6.160 2.201  0.10
H -0.208 8.117 1.503  0.11
H 1.098 8.050 -0.593  0.11
H 1.060 6.021 -2.006  0.10


C59H48N3O2OsP2S as an isolated structure in a non-equilibrium geometry. Source: OMol25; level of theory: ωB97M-V/def2-TZVPD.

## Properties
charge: +3
E_HOMO (spin up / spin down): -12.64 / -14.30 eV
lowest unoccupied orbital energy (spin up / spin down): -8.78 / -11.97 eV
2S+1: 5
orbital gap (spin up / spin down): 0.1417 / 0.0856 hartree

Last column: Löwdin charge in e.
Geometry (Å):
Os 0.308 0.808 0.142  0.99
O 2.338 1.316 3.073  -0.29
S 1.407 0.488 2.232  0.81
C -0.265 0.495 3.091  -0.27
C -0.174 1.186 4.338  -0.07
C -1.136 1.072 5.323  0.01
C -2.186 0.236 5.031  -0.14
C -3.274 -0.113 5.986  -0.08
C -4.184 -1.050 5.178  -0.09
C -3.545 -1.096 3.835  -0.15
C -4.068 -1.755 2.751  0.01
C -3.384 -1.590 1.561  -0.07
C -2.159 -0.846 1.453  -0.22
P -1.693 -0.589 -0.379  0.99
C -2.803 0.724 -0.963  -0.42
C -2.654 1.179 -2.286  -0.13
C -3.440 2.217 -2.795  -0.06
C -4.382 2.837 -1.981  -0.07
C -4.531 2.422 -0.662  -0.05
C -3.745 1.379 -0.157  -0.06
C -2.232 -2.146 -1.171  -0.37
C -1.665 -3.355 -0.717  -0.11
C -2.023 -4.583 -1.279  -0.05
C -2.955 -4.629 -2.310  -0.05
C -3.527 -3.449 -2.775  -0.05
C -3.168 -2.219 -2.211  -0.07
C -1.519 -0.232 2.681  -0.07
C -2.363 -0.362 3.784  -0.11
C 1.834 -1.254 2.648  -0.22
C 1.876 -1.564 4.036  -0.03
C 2.263 -2.811 4.516  0.02
C 2.640 -3.733 3.563  -0.14
C 3.157 -5.106 3.821  -0.08
C 3.495 -5.649 2.413  -0.08
C 3.143 -4.524 1.502  -0.14
C 3.337 -4.488 0.137  0.02
C 2.977 -3.302 -0.498  -0.05
C 2.409 -2.193 0.193  -0.26
P 2.026 -0.704 -0.789  0.94
C 1.323 -1.115 -2.414  -0.40
C 0.844 -2.372 -2.795  -0.09
C 0.272 -2.583 -4.055  -0.05
C 0.154 -1.532 -4.959  -0.06
C 0.604 -0.267 -4.601  -0.08
C 1.172 -0.062 -3.341  -0.13
C 3.748 -0.187 -1.197  -0.34
C 4.474 0.543 -0.241  -0.10
C 5.787 0.956 -0.490  -0.06
C 6.398 0.648 -1.701  -0.06
C 5.699 -0.078 -2.660  -0.05
C 4.389 -0.496 -2.408  -0.08
C 2.256 -2.233 1.648  -0.12
C 2.639 -3.442 2.206  -0.11
H 0.709 1.775 4.585  0.13
H -1.039 1.561 6.285  0.14
H -3.811 0.788 6.301  0.14
H -2.868 -0.618 6.868  0.14
H -5.203 -0.656 5.112  0.14
H -4.214 -2.052 5.619  0.14
H -4.996 -2.313 2.810  0.14
H -3.872 -2.019 0.688  0.12
H -1.914 0.722 -2.942  0.11
H -3.308 2.544 -3.823  0.12
H -4.990 3.649 -2.369  0.12
H -5.252 2.914 -0.014  0.12
H -3.883 1.109 0.886  0.11
H -0.927 -3.349 0.084  0.11
H -1.570 -5.499 -0.909  0.12
H -3.236 -5.582 -2.749  0.12
H -4.257 -3.479 -3.580  0.12
H -3.647 -1.327 -2.603  0.10
H 1.637 -0.800 4.773  0.12
H 2.301 -3.034 5.576  0.13
H 2.395 -5.720 4.312  0.14
H 4.051 -5.067 4.453  0.14
H 2.899 -6.536 2.176  0.14
H 4.558 -5.895 2.329  0.14
H 3.770 -5.322 -0.402  0.13
H 3.176 -3.242 -1.567  0.11
H 0.870 -3.214 -2.111  0.09
H -0.105 -3.569 -4.316  0.12
H -0.300 -1.697 -5.932  0.12
H 0.505 0.565 -5.293  0.11
H 1.499 0.946 -3.084  0.08
H 4.032 0.802 0.719  0.09
H 6.327 1.517 0.268  0.12
H 7.417 0.970 -1.895  0.12
H 6.173 -0.325 -3.607  0.12
H 3.886 -1.075 -3.179  0.11
O 1.203 2.239 1.208  -0.33
H 1.919 2.579 0.615  0.14
H 1.684 1.752 1.923  -0.19
C -1.742 4.274 1.687  0.04
C -1.048 2.981 1.515  -0.04
N -0.633 2.613 0.348  -0.18
C -0.818 3.433 -0.808  -0.01
C -1.418 4.642 -0.715  -0.11
C -1.923 5.064 0.620  0.03
C -1.682 5.546 -1.874  0.07
C -1.030 5.680 -3.054  0.08
C 0.248 5.067 -3.509  -0.22
C 0.617 5.182 -4.856  0.04
C 1.835 4.644 -5.270  -0.04
N 2.648 4.034 -4.370  0.13
C 2.291 3.945 -3.064  -0.11
N 1.108 4.465 -2.645  0.13
H -2.103 4.576 2.665  0.13
H -0.893 2.332 2.370  0.09
H -0.500 3.031 -1.757  0.10
H -2.434 6.015 0.738  0.14
H -2.541 6.200 -1.746  0.14
H -1.480 6.377 -3.756  0.14
H -0.026 5.675 -5.575  0.13
H 2.137 4.715 -6.307  0.13
H 2.950 3.463 -2.355  0.12
H -1.078 1.208 -0.804  0.01


C59H49CdN5O5P2S6 as an isolated structure. Source: OMol25; level of theory: ωB97M-V/def2-TZVPD.

## Properties
charge: -2
E_HOMO: -2.19 eV
lowest unoccupied orbital energy: 3.89 eV
2S+1: 1
orbital gap: 0.2231 hartree

Last column: Löwdin charge in e.
Geometry (Å):
Cd -0.056 0.722 -0.589  1.42
C 0.115 2.660 -5.033  -0.08
O 1.379 2.029 -5.198  -0.12
C 2.304 2.145 -4.182  -0.22
C 3.603 2.370 -4.568  -0.03
C 4.636 2.475 -3.629  -0.12
C 4.317 2.384 -2.296  -0.08
C 3.002 2.150 -1.863  -0.17
C 2.803 2.145 -0.429  -0.12
N 1.713 1.900 0.197  -0.09
N 1.761 2.111 1.577  0.04
C 0.870 1.386 2.199  -0.48
O 0.081 0.528 1.690  -0.22
C 0.893 1.531 3.713  -0.17
C -0.161 0.862 4.641  -0.26
C 0.374 0.309 5.902  -0.04
C 1.613 0.547 6.348  -0.10
C 2.577 1.235 5.509  -0.10
C 2.262 1.605 4.262  -0.03
C 1.948 1.950 -2.805  -0.33
O 0.742 1.639 -2.496  -0.19
H -0.333 2.682 -6.027  0.08
H 0.241 3.686 -4.670  0.09
H -0.527 2.120 -4.341  0.07
H 3.801 2.463 -5.630  0.11
H 5.658 2.626 -3.950  0.08
H 5.094 2.475 -1.544  0.10
H 3.670 2.426 0.176  0.12
H -2.097 0.137 5.009  0.12
H -0.291 -0.338 6.465  0.11
H 1.938 0.132 7.295  0.09
H 3.601 1.326 5.852  0.09
H 3.016 1.955 3.572  0.10
N -1.322 -2.165 2.034  -0.39
P -2.511 -0.937 1.706  1.02
C -3.924 -1.787 2.534  -0.34
C -4.513 -1.364 3.723  -0.08
C -5.609 -2.033 4.252  -0.10
C -6.139 -3.137 3.600  -0.11
C -5.576 -3.557 2.401  -0.10
C -4.489 -2.879 1.871  -0.11
C -2.130 0.380 2.924  -0.40
C -2.574 1.585 2.546  -0.15
C -2.271 2.867 3.166  -0.09
C -1.235 3.179 3.957  -0.04
C -0.133 2.360 4.499  -0.12
C -1.380 0.062 4.179  -0.12
P 0.109 -2.260 1.057  0.96
C 1.311 -2.771 2.359  -0.34
C 2.325 -1.871 2.676  -0.09
C 3.242 -2.161 3.680  -0.09
C 3.155 -3.357 4.374  -0.11
C 2.156 -4.270 4.055  -0.10
C 1.246 -3.978 3.052  -0.09
C -0.073 -3.877 0.218  -0.37
C 1.072 -4.402 -0.393  -0.12
C 1.007 -5.560 -1.147  -0.09
C -0.206 -6.222 -1.309  -0.10
C -1.348 -5.706 -0.719  -0.10
C -1.280 -4.537 0.033  -0.10
H -1.722 -3.049 2.330  0.04
H -4.115 -0.498 4.236  0.09
H -6.049 -1.689 5.180  0.09
H -6.992 -3.660 4.015  0.09
H -5.994 -4.402 1.867  0.10
H -4.093 -3.179 0.907  0.09
H -3.125 1.648 1.609  0.09
H -2.924 3.689 2.885  0.09
H -1.175 4.217 4.272  0.09
H 0.354 2.860 5.330  0.14
H -1.074 -0.987 4.128  0.10
H 2.404 -0.944 2.120  0.09
H 4.018 -1.443 3.917  0.10
H 3.869 -3.585 5.157  0.09
H 2.091 -5.212 4.587  0.09
H 0.477 -4.701 2.798  0.10
H 2.013 -3.872 -0.302  0.06
H 1.900 -5.936 -1.632  0.10
H -0.261 -7.120 -1.913  0.09
H -2.304 -6.199 -0.856  0.09
H -2.193 -4.130 0.447  0.07
C -0.451 -0.708 -7.912  -0.06
C -0.905 -0.736 -6.477  -0.27
C 0.021 -0.784 -5.444  -0.03
C -0.386 -0.802 -4.119  -0.05
C -1.743 -0.780 -3.828  -0.26
C -2.688 -0.760 -4.845  -0.07
C -2.263 -0.731 -6.163  -0.05
S -2.237 -0.771 -2.127  0.54
O -1.186 -1.483 -1.416  -0.45
O -3.583 -1.296 -2.076  -0.33
N -2.085 0.706 -1.568  -0.20
C -2.771 1.812 -1.966  -0.27
C -3.855 1.856 -2.823  -0.03
C -4.472 3.077 -3.156  -0.10
C -4.047 4.266 -2.636  -0.08
C -2.958 4.268 -1.729  -0.17
C -2.470 5.445 -1.115  -0.03
C -1.423 5.379 -0.244  -0.06
C -0.841 4.120 0.018  -0.13
N -1.269 3.018 -0.535  0.08
C -2.315 3.059 -1.396  -0.16
H 0.623 -0.541 -7.974  0.07
H -0.953 0.086 -8.468  0.07
H -0.673 -1.654 -8.412  0.08
H 1.080 -0.791 -5.667  0.12
H 0.346 -0.845 -3.321  0.06
H -3.740 -0.795 -4.598  0.10
H -2.997 -0.712 -6.963  0.10
H -4.248 0.933 -3.225  0.08
H -5.311 3.059 -3.842  0.10
H -4.528 5.202 -2.894  0.09
H -2.944 6.393 -1.349  0.11
H -1.032 6.263 0.242  0.09
H 0.008 4.022 0.689  0.10
C 5.388 -2.774 0.100  -0.41
S 5.870 -1.978 -1.452  0.76
C 4.670 -2.649 -2.532  -1.04
C 3.329 -2.402 -2.481  -1.14
S 2.447 -1.441 -1.388  0.53
S 2.427 -3.298 -3.706  0.89
C 3.725 -4.114 -4.486  -1.54
S 3.543 -5.141 -5.788  0.40
S 5.230 -3.768 -3.752  0.86
H 6.061 -2.398 0.871  0.02
H 5.484 -3.856 0.029  0.04
H 4.362 -2.496 0.342  -0.02


C59H55CaN6O2S3 as an isolated structure in a non-equilibrium geometry. Source: OMol25; level of theory: ωB97M-V/def2-TZVPD.

## Properties
charge: +1
E_HOMO: -7.90 eV
lowest unoccupied orbital energy: -3.34 eV
2S+1: 1
orbital gap: 0.1677 hartree

Last column: Löwdin charge in e.
Geometry (Å):
Ca 0.740 2.048 0.159  1.23
C -0.745 3.601 2.247  -0.27
C 0.484 3.429 2.901  -0.26
C 1.490 4.031 2.112  -0.30
C 0.874 4.552 0.934  -0.34
C -0.503 4.292 1.022  -0.32
C -1.598 4.770 0.107  -0.06
C 1.591 5.391 -0.090  -0.05
C 2.882 4.363 2.565  -0.06
C 0.716 2.715 4.206  -0.05
C -2.114 3.250 2.754  -0.04
H -2.352 3.989 -0.040  0.05
H -1.210 5.061 -0.871  0.06
H -2.110 5.641 0.528  0.08
H 2.512 4.910 -0.438  0.05
H 1.876 6.362 0.325  0.08
H 0.962 5.579 -0.963  0.06
H 3.599 4.372 1.739  0.06
H 3.235 3.664 3.329  0.07
H 2.901 5.363 3.013  0.09
H 1.492 1.950 4.096  0.07
H -0.196 2.218 4.540  0.05
H 1.032 3.399 4.999  0.08
H -2.544 2.397 2.213  0.05
H -2.793 4.097 2.631  0.08
H -2.092 2.997 3.814  0.07
O -4.202 2.079 -5.763  0.13
C -2.916 1.823 -6.079  -0.48
O -2.650 1.335 -7.140  0.13
C -1.875 2.148 -5.058  -0.12
C -2.161 2.438 -3.727  0.01
C -1.146 2.592 -2.806  0.00
C 0.195 2.445 -3.173  -0.24
C 0.480 2.240 -4.533  -0.01
C -0.538 2.085 -5.448  0.00
N 1.160 2.434 -2.153  0.02
C 2.413 2.514 -2.417  -0.06
C 3.408 2.278 -1.390  -0.26
C 4.767 2.198 -1.702  0.01
C 5.672 1.893 -0.704  -0.03
C 5.207 1.698 0.590  -0.02
C 3.846 1.826 0.821  -0.13
N 2.969 2.105 -0.133  -0.01
H -4.277 2.543 -4.923  0.09
H -3.180 2.514 -3.364  0.11
H -1.378 2.794 -1.775  0.07
H 1.505 2.159 -4.873  0.10
H -0.317 1.898 -6.491  0.13
H 2.781 2.734 -3.419  0.13
H 5.094 2.370 -2.719  0.12
H 6.728 1.815 -0.924  0.12
H 5.885 1.468 1.399  0.12
H 3.432 1.705 1.816  0.12
N -1.220 1.167 0.066  -0.40
S -1.919 -0.084 0.263  0.78
N -1.295 -1.516 -0.358  -0.35
S -0.608 -2.694 0.360  0.87
N 0.734 -2.507 1.121  -0.34
S 1.731 -1.254 0.613  0.77
N 1.242 0.073 0.925  -0.39
C 3.242 -1.660 1.495  -0.30
C 3.159 -1.563 2.878  -0.07
C 4.305 -1.701 3.641  -0.06
C 5.529 -1.923 3.021  -0.06
C 5.605 -1.992 1.638  -0.07
C 4.461 -1.850 0.864  -0.08
C 2.065 -1.756 -1.087  -0.32
C 1.707 -0.911 -2.121  -0.06
C 1.941 -1.311 -3.428  -0.05
C 2.534 -2.540 -3.683  -0.05
C 2.877 -3.387 -2.635  -0.05
C 2.631 -3.002 -1.327  -0.10
C -1.633 -3.626 1.490  -0.32
C -1.176 -3.908 2.765  -0.06
C -1.963 -4.689 3.598  -0.05
C -3.180 -5.176 3.146  -0.05
C -3.625 -4.882 1.863  -0.05
C -2.849 -4.103 1.024  -0.06
C -0.438 -3.903 -0.946  -0.32
C -0.842 -3.628 -2.239  -0.06
C -0.686 -4.609 -3.208  -0.05
C -0.134 -5.837 -2.872  -0.06
C 0.272 -6.095 -1.568  -0.05
C 0.121 -5.124 -0.595  -0.07
C -3.506 -0.067 -0.586  -0.31
C -3.962 -1.108 -1.379  -0.07
C -5.158 -0.963 -2.068  -0.06
C -5.886 0.213 -1.956  -0.06
C -5.418 1.254 -1.160  -0.06
C -4.220 1.118 -0.477  -0.07
C -2.322 -0.473 1.971  -0.31
C -3.564 -0.981 2.319  -0.06
C -3.846 -1.195 3.660  -0.06
C -2.891 -0.899 4.624  -0.06
C -1.656 -0.381 4.258  -0.06
C -1.365 -0.155 2.923  -0.08
H 2.194 -1.371 3.334  0.11
H 4.247 -1.627 4.719  0.11
H 6.425 -2.031 3.617  0.11
H 6.560 -2.152 1.154  0.11
H 4.537 -1.879 -0.214  0.11
H 1.237 0.036 -1.890  0.08
H 1.659 -0.660 -4.247  0.11
H 2.724 -2.845 -4.704  0.11
H 3.329 -4.349 -2.836  0.12
H 2.882 -3.657 -0.503  0.12
H -0.217 -3.518 3.079  0.11
H -1.621 -4.919 4.599  0.12
H -3.788 -5.790 3.797  0.11
H -4.576 -5.264 1.516  0.12
H -3.181 -3.874 0.018  0.12
H -1.259 -2.657 -2.476  0.11
H -0.995 -4.411 -4.225  0.12
H -0.017 -6.598 -3.633  0.11
H 0.705 -7.053 -1.313  0.11
H 0.436 -5.297 0.428  0.12
H -3.365 -2.006 -1.469  0.08
H -5.521 -1.766 -2.696  0.11
H -6.822 0.324 -2.488  0.11
H -5.984 2.172 -1.074  0.11
H -3.826 1.926 0.129  0.10
H -4.307 -1.184 1.559  0.11
H -4.814 -1.582 3.950  0.11
H -3.118 -1.064 5.670  0.11
H -0.926 -0.135 5.019  0.11
H -0.428 0.287 2.603  0.08